# 1
Entry from the Open Molecules 2025 dataset: a structure of composition C17H33GeSi at a distorted geometry (the ωB97M-V functional and the def2-TZVPD basis).

```
52
C17H33GeSi, DFT the ωB97M-V functional and the def2-TZVPD basis
C 2.77 1.41 4.35
Si 3.23 3.17 4.77
C 5.09 3.32 4.94
H 2.75 4.03 3.57
C 2.50 3.54 6.49
Ge 1.23 5.01 6.41
C 0.50 5.35 8.20
C 2.22 6.62 5.88
C -0.23 4.47 5.21
H 3.11 0.75 5.17
H 1.69 1.30 4.23
H 3.26 1.11 3.42
H 5.42 2.67 5.77
H 5.58 2.98 4.02
H 5.40 4.35 5.15
H 1.99 2.65 6.89
H 3.30 3.81 7.20
H -0.20 6.19 8.14
H -0.02 4.46 8.57
H 1.31 5.60 8.89
H 1.53 7.41 5.55
H 2.78 7.00 6.74
H 2.94 6.40 5.08
H -0.96 5.29 5.12
H 0.13 4.20 4.22
H -0.74 3.61 5.65
C 2.63 6.45 2.22
C 1.71 5.49 1.57
C 0.39 5.78 1.17
C -0.10 5.51 -0.16
C 0.78 5.43 -1.37
C -1.47 5.42 -0.38
C -2.39 5.68 0.63
C -3.86 5.45 0.45
C -1.92 6.24 1.82
C -0.57 6.39 2.07
C -0.16 7.16 3.28
H 3.62 6.35 1.72
H 2.29 7.50 2.20
H 2.83 6.21 3.27
H 2.18 4.55 1.25
H 0.20 5.04 -2.21
H 1.11 6.44 -1.68
H 1.67 4.81 -1.24
H -1.81 5.16 -1.39
H -4.38 5.70 1.38
H -4.29 6.06 -0.35
H -4.07 4.40 0.22
H -2.64 6.57 2.57
H -1.04 7.48 3.86
H 0.48 6.57 3.95
H 0.39 8.08 3.01
```

Properties
* LUMO energy: -5.61 eV
* net charge: +1
* Kohn-Sham gap: 0.236 hartree

From a natural (NBO) analysis of the wavefunction, the atomic charges in e read: number 1, C, carries -1.112; number 2, Si, carries 1.439; number 3, C, carries -1.111; number 4, H, carries -0.260; number 5, C, carries -1.365; number 6, Ge, carries 1.621; number 7, C, carries -1.076; number 8, C, carries -1.090; number 9, C, carries -1.099; number 10, H, carries 0.249; number 11, H, carries 0.239; number 12, H, carries 0.239; number 13, H, carries 0.251; number 14, H, carries 0.240; number 15, H, carries 0.239; number 16, H, carries 0.268; number 17, H, carries 0.268; number 18, H, carries 0.231; number 19, H, carries 0.237; number 20, H, carries 0.238; number 21, H, carries 0.226; number 22, H, carries 0.253; number 23, H, carries 0.204; number 24, H, carries 0.224; number 25, H, carries 0.217; number 26, H, carries 0.248; number 27, C, carries -0.727; number 28, C, carries 0.240; number 29, C, carries -0.217; number 30, C, carries 0.154; number 31, C, carries -0.656; number 32, C, carries -0.262; number 33, C, carries 0.148; number 34, C, carries -0.659; number 35, C, carries -0.216; number 36, C, carries 0.142; number 37, C, carries -0.669; number 38, H, carries 0.281; number 39, H, carries 0.246; number 40, H, carries 0.291; number 41, H, carries 0.231; number 42, H, carries 0.240; number 43, H, carries 0.250; number 44, H, carries 0.233; number 45, H, carries 0.237; number 46, H, carries 0.231; number 47, H, carries 0.254; number 48, H, carries 0.253; number 49, H, carries 0.227; number 50, H, carries 0.241; number 51, H, carries 0.248; number 52, H, carries 0.240



# 2
Entry from the Open Molecules 2025 dataset: the ion C7H6NO2 with charge -1 at a distorted geometry (the ωB97M-V functional and the def2-TZVPD basis).

```
16
C7H6NO2, DFT the ωB97M-V functional and the def2-TZVPD basis
C 1.33 0.88 1.68
C 0.75 1.75 0.77
C 1.14 -0.48 1.53
C 0.01 1.26 -0.29
C 0.38 -0.97 0.48
C -0.18 -0.11 -0.45
C -0.99 -0.59 -1.66
N -2.30 -1.10 -1.06
O -2.60 -2.26 -1.35
O -1.25 0.33 -2.57
H 1.92 1.26 2.50
H 0.88 2.83 0.89
H 1.59 -1.17 2.24
H -0.44 1.91 -1.03
H 0.23 -2.04 0.38
H -0.47 -1.50 -2.07
```

Properties
* LUMO energy: 3.68 eV
* SMILES: O=N[C@@H]([O-])c1ccccc1
* net charge: -1
* Kohn-Sham gap: 0.262 hartree
* energy above the lowest of the compared OMol25 structures with the same formula, charge and spin: 37.2 kcal/mol

From a natural (NBO) analysis of the wavefunction, the atomic charges in e read: number 1, C, carries -0.252; number 2, C, carries -0.227; number 3, C, carries -0.238; number 4, C, carries -0.206; number 5, C, carries -0.173; number 6, C, carries -0.044; number 7, C, carries 0.169; number 8, N, carries 0.119; number 9, O, carries -0.376; number 10, O, carries -0.862; number 11, H, carries 0.191; number 12, H, carries 0.192; number 13, H, carries 0.189; number 14, H, carries 0.246; number 15, H, carries 0.194; number 16, H, carries 0.077



# 3
Entry from the Open Molecules 2025 dataset: a structure of composition C48H70BGeN6OPbS3 (the ωB97M-V functional and the def2-TZVPD basis).

```
131
C48H70BGeN6OPbS3, DFT the ωB97M-V functional and the def2-TZVPD basis
Pb -1.55 0.47 -0.20
C 4.12 4.80 0.60
C 4.38 4.07 1.91
C 4.01 5.01 3.06
C 5.85 3.68 2.00
N 3.57 2.81 2.05
C 3.29 2.29 3.31
C 2.63 1.14 3.14
N 2.50 0.93 1.77
B 1.64 -0.13 1.09
N 2.53 -1.03 0.17
C 3.88 -1.22 0.38
C 4.30 -2.18 -0.46
N 3.20 -2.60 -1.20
C 2.13 -1.85 -0.82
S 0.38 -1.93 -1.10
C 3.35 -3.68 -2.24
C 3.73 -3.03 -3.57
C 2.10 -4.54 -2.32
C 4.50 -4.60 -1.81
N 1.02 -1.09 2.16
C 1.74 -2.13 2.74
C 0.94 -2.73 3.64
N -0.27 -2.06 3.63
C -0.20 -1.05 2.74
S -1.38 0.19 2.45
C -1.37 -2.52 4.57
C -1.65 -3.99 4.25
C -0.85 -2.36 6.00
C -2.67 -1.74 4.43
C 3.10 1.96 1.09
S 3.21 2.03 -0.60
H 4.65 5.75 0.64
H 3.05 5.00 0.47
H 4.46 4.24 -0.26
H 4.38 6.01 2.83
H 4.45 4.71 4.01
H 2.92 5.07 3.18
H 6.48 4.57 2.03
H 6.14 3.07 1.14
H 6.05 3.10 2.91
H 3.58 2.78 4.22
H 2.23 0.46 3.87
H 0.79 0.41 0.45
H 4.43 -0.63 1.10
H 5.28 -2.59 -0.59
H 2.95 -2.36 -3.92
H 3.90 -3.79 -4.33
H 4.64 -2.45 -3.45
H 1.22 -4.00 -2.66
H 1.87 -4.99 -1.35
H 2.29 -5.35 -3.03
H 5.48 -4.12 -1.90
H 4.51 -5.46 -2.48
H 4.37 -4.96 -0.79
H 2.75 -2.37 2.45
H 1.14 -3.57 4.28
H -0.78 -4.63 4.41
H -1.97 -4.10 3.21
H -2.45 -4.35 4.89
H 0.06 -2.94 6.18
H -1.61 -2.70 6.69
H -0.64 -1.31 6.21
H -3.07 -1.80 3.42
H -2.55 -0.69 4.69
H -3.38 -2.19 5.12
C -2.38 3.85 -2.74
C -2.34 3.50 -1.27
C -1.18 3.71 -0.51
C 0.12 4.14 -1.16
C -1.22 3.53 0.89
C 0.00 3.78 1.74
C -2.44 3.19 1.50
C -2.57 3.20 3.01
C -3.56 2.87 0.72
C -4.86 2.55 1.42
C -3.50 2.98 -0.67
C -4.68 2.60 -1.54
H -2.16 2.98 -3.38
H -1.66 4.62 -2.99
H -3.36 4.23 -3.02
H 0.40 5.15 -0.86
H 0.06 4.12 -2.25
H 0.93 3.47 -0.89
H 0.22 2.90 2.35
H -0.17 4.62 2.43
H 0.88 4.00 1.14
H -3.11 4.09 3.33
H -1.61 3.19 3.51
H -3.14 2.34 3.37
H -5.17 3.39 2.05
H -4.77 1.69 2.09
H -5.68 2.34 0.73
H -5.41 3.41 -1.60
H -5.20 1.73 -1.14
H -4.37 2.36 -2.55
Ge -0.14 -1.66 -3.32
C -1.76 -2.63 -3.68
C -1.65 -3.91 -4.22
C -2.79 -4.67 -4.48
C -4.04 -4.14 -4.21
C -4.16 -2.86 -3.69
C -3.03 -2.11 -3.42
C -0.12 0.16 -3.94
C -1.12 0.57 -4.83
C -0.98 1.77 -5.52
C 0.13 2.57 -5.31
C 1.12 2.17 -4.42
C 1.00 0.97 -3.74
H 0.99 -2.39 -4.03
H -0.67 -4.33 -4.45
H -2.69 -5.66 -4.90
H -4.93 -4.73 -4.41
H -5.15 -2.44 -3.49
H -3.13 -1.12 -2.99
H -1.98 -0.06 -5.02
H -1.76 2.09 -6.21
H 0.24 3.50 -5.85
H 2.00 2.79 -4.26
H 1.77 0.67 -3.04
C -4.20 -2.24 0.70
C -2.73 -2.49 0.40
C -2.51 -3.89 -0.15
O -2.26 -1.54 -0.52
H -4.58 -2.94 1.46
H -4.79 -2.36 -0.21
H -4.34 -1.22 1.08
H -2.17 -2.41 1.35
H -3.09 -4.02 -1.07
H -2.84 -4.65 0.57
H -1.46 -4.06 -0.38
```

Properties
* LUMO energy: -1.96 eV
* net charge: +1
* Kohn-Sham gap: 0.274 hartree
* energy above the lowest of the compared OMol25 structures with the same formula, charge and spin: 36.1 kcal/mol

Löwdin population analysis, charges in e, atoms 1 to 99: number 1, Pb, carries 1.309; number 2, C, carries -0.078; number 3, C, carries -0.542; number 4, C, carries -0.040; number 5, C, carries -0.024; number 6, N, carries 0.005; number 7, C, carries -0.048; number 8, C, carries -0.042; number 9, N, carries 0.030; number 10, B, carries -0.688; number 11, N, carries 0.022; number 12, C, carries -0.055; number 13, C, carries -0.016; number 14, N, carries 0.039; number 15, C, carries -0.493; number 16, S, carries 0.758; number 17, C, carries -0.524; number 18, C, carries -0.020; number 19, C, carries -0.048; number 20, C, carries -0.045; number 21, N, carries 0.050; number 22, C, carries -0.025; number 23, C, carries -0.030; number 24, N, carries 0.021; number 25, C, carries -0.603; number 26, S, carries 0.685; number 27, C, carries -0.533; number 28, C, carries -0.019; number 29, C, carries -0.023; number 30, C, carries -0.081; number 31, C, carries -0.698; number 32, S, carries 0.664; number 33, H, carries 0.091; number 34, H, carries 0.078; number 35, H, carries 0.022; number 36, H, carries 0.090; number 37, H, carries 0.079; number 38, H, carries 0.090; number 39, H, carries 0.094; number 40, H, carries 0.088; number 41, H, carries 0.086; number 42, H, carries 0.119; number 43, H, carries 0.122; number 44, H, carries 0.011; number 45, H, carries 0.138; number 46, H, carries 0.124; number 47, H, carries 0.043; number 48, H, carries 0.101; number 49, H, carries 0.095; number 50, H, carries -0.001; number 51, H, carries 0.101; number 52, H, carries 0.099; number 53, H, carries 0.081; number 54, H, carries 0.096; number 55, H, carries 0.100; number 56, H, carries 0.126; number 57, H, carries 0.126; number 58, H, carries 0.080; number 59, H, carries 0.085; number 60, H, carries 0.097; number 61, H, carries 0.080; number 62, H, carries 0.097; number 63, H, carries 0.096; number 64, H, carries 0.051; number 65, H, carries 0.059; number 66, H, carries 0.098; number 67, C, carries -0.029; number 68, C, carries -0.232; number 69, C, carries -0.218; number 70, C, carries -0.038; number 71, C, carries -0.222; number 72, C, carries -0.027; number 73, C, carries -0.254; number 74, C, carries -0.069; number 75, C, carries -0.230; number 76, C, carries -0.026; number 77, C, carries -0.251; number 78, C, carries -0.042; number 79, H, carries 0.072; number 80, H, carries 0.078; number 81, H, carries 0.085; number 82, H, carries 0.099; number 83, H, carries 0.057; number 84, H, carries 0.018; number 85, H, carries 0.068; number 86, H, carries 0.098; number 87, H, carries 0.050; number 88, H, carries 0.101; number 89, H, carries 0.062; number 90, H, carries 0.055; number 91, H, carries 0.096; number 92, H, carries 0.081; number 93, H, carries 0.067; number 94, H, carries 0.102; number 95, H, carries 0.075; number 96, H, carries 0.072; number 97, Ge, carries 0.827; number 98, C, carries -0.341; number 99, C, carries -0.114



# 4
Entry from the Open Molecules 2025 dataset: a cluster of 2 separate species, C3H7NO2S2 in total at a distorted geometry (the ωB97M-V functional and the def2-TZVPD basis).

```
15
C3H7NO2S2, DFT the ωB97M-V functional and the def2-TZVPD basis
C 1.81 0.37 0.43
C -1.37 1.06 -0.94
C -1.09 -0.09 1.03
N -0.62 0.23 -0.05
O 1.29 -1.83 1.49
O 1.31 -1.85 -1.09
S 2.31 1.25 -0.83
S 2.05 -1.44 0.33
H -0.68 1.88 -1.22
H -1.61 0.52 -1.80
H -2.29 1.51 -0.49
H -0.52 -0.81 1.64
H -2.13 0.12 1.33
H 1.19 0.79 1.21
H 0.35 -1.70 -1.03
```

Properties
* LUMO energy: -0.81 eV
* net charge: 0
* Kohn-Sham gap: 0.293 hartree
* energy above the lowest of the compared OMol25 structures with the same formula, charge and spin: 86.1 kcal/mol

From a natural (NBO) analysis of the wavefunction, the atomic charges in e read: number 1, C, carries -0.523; number 2, C, carries -0.440; number 3, C, carries -0.051; number 4, N, carries -0.432; number 5, O, carries -0.972; number 6, O, carries -0.870; number 7, S, carries 0.087; number 8, S, carries 1.517; number 9, H, carries 0.216; number 10, H, carries 0.209; number 11, H, carries 0.180; number 12, H, carries 0.217; number 13, H, carries 0.143; number 14, H, carries 0.222; number 15, H, carries 0.498



# 5
Entry from the Open Molecules 2025 dataset: a cluster of 2 separate species, C5H11O2 in total (the ωB97M-V functional and the def2-TZVPD basis).

```
18
C5H11O2, DFT the ωB97M-V functional and the def2-TZVPD basis
C 1.87 2.47 -1.12
C 0.93 3.11 -0.11
H 2.05 1.42 -0.91
H 1.47 2.56 -2.12
H 2.85 2.97 -1.10
H -0.07 2.67 -0.09
H 1.33 3.05 0.90
H 0.81 4.17 -0.33
C -0.61 -0.24 0.25
C -1.63 -0.13 -0.88
C -0.32 -1.70 0.64
O -1.32 -2.43 0.82
O 0.90 -2.01 0.68
H 0.33 0.19 -0.09
H -0.96 0.30 1.13
H -2.59 -0.55 -0.58
H -1.24 -0.67 -1.75
H -1.77 0.93 -1.15
```

Properties
* LUMO energy: 3.54 eV
* net charge: -1
* Kohn-Sham gap: 0.270 hartree
* energy above the lowest of the compared OMol25 structures with the same formula, charge and spin: 3.8 kcal/mol

From a natural (NBO) analysis of the wavefunction, the atomic charges in e read: number 1, C, carries -0.607; number 2, C, carries -0.604; number 3, H, carries 0.226; number 4, H, carries 0.194; number 5, H, carries 0.187; number 6, H, carries 0.218; number 7, H, carries 0.201; number 8, H, carries 0.183; number 9, C, carries -0.510; number 10, C, carries -0.598; number 11, C, carries 0.756; number 12, O, carries -0.797; number 13, O, carries -0.794; number 14, H, carries 0.186; number 15, H, carries 0.184; number 16, H, carries 0.213; number 17, H, carries 0.194; number 18, H, carries 0.167